[1]
Entry from OMol25: a molecular structure, C15H21N2O3Zn (the ωB97M-V functional and the def2-TZVPD basis).

The value obtained for the HOMO energy (alpha / beta) is -1.96 / -2.31 eV. Its total energy is -73432.857 eV. Its gap between HOMO and LUMO (alpha / beta) is 4.97 / 5.02 eV. The net charge is -1.

The geometry in XYZ format:
```
42
C15H21N2O3Zn the ωB97M-V functional and the def2-TZVPD basis
Zn -3.3632 -0.4418 -0.5432
C -0.4149 -1.8568 3.2567
N -1.7185 -1.2291 3.2476
C -2.8087 -2.0420 3.7503
C -2.0303 -0.2131 2.3858
O -3.1849 0.1368 2.2077
C -0.8503 0.4045 1.6682
O -1.2718 1.4742 0.8684
C -0.4416 1.6536 -0.2461
C 0.9124 2.2563 0.1256
O 1.1690 2.5832 1.2745
N 1.8105 2.3901 -0.8885
C 1.4632 2.1919 -2.2818
C 3.0551 3.0787 -0.6295
H -0.3167 -2.4390 4.1733
H -0.2735 -2.5297 2.4040
H 0.3832 -1.1177 3.2458
H -2.5839 -2.3702 4.7671
H -3.7185 -1.4508 3.7498
H -2.9663 -2.9218 3.1170
H -0.0811 0.7387 2.3721
H -0.4300 -0.3946 1.0448
H -0.2929 0.7067 -0.7792
H -0.9648 2.3328 -0.9250
H 0.7241 1.4041 -2.4016
H 1.0959 3.1180 -2.7418
H 2.3542 1.8684 -2.8203
H 3.2530 3.0604 0.4377
H 3.8667 2.5795 -1.1628
H 3.0119 4.1227 -0.9616
C -1.8324 -1.6489 -0.5627
C -0.7836 -1.5436 -1.4656
C -0.8619 -1.1902 -2.8621
C 0.2587 -1.0529 -3.6508
C 1.5534 -1.2460 -3.1576
C 1.6683 -1.6418 -1.8218
C 0.5648 -1.8145 -1.0147
H -1.8432 -1.0310 -3.2934
H 0.1187 -0.7819 -4.6946
H 2.4247 -1.1312 -3.7897
H 2.6505 -1.8427 -1.4037
H 0.6950 -2.1692 0.0016
```

=====

[2]
Entry from OMol25: a single C3H6N2O molecule in a non-equilibrium geometry (the ωB97M-V functional and the def2-TZVPD basis).

The value obtained for the HOMO energy is -8.99 eV. Its total energy is -8230.043 eV. As for the SMILES: O/N=C\N1CC1. The calculation puts the relative energy (zero: lowest compared OMol25 entry of this formula, charge and spin) at 6.656 eV. Its gap between HOMO and LUMO is 10.06 eV.

The geometry in XYZ format:
```
12
C3H6N2O the ωB97M-V functional and the def2-TZVPD basis
O 2.5200 -0.7466 -0.2051
N 2.0700 0.4570 0.1678
C 0.7715 0.6018 0.0408
N -0.0627 -0.5408 -0.4803
C -1.1975 -0.4789 0.7522
C -1.6387 0.0828 -0.6366
H 3.5429 -0.4073 -0.2827
H 0.4431 1.5945 0.0316
H -1.0099 0.1642 1.6474
H -1.7988 -1.4749 0.8884
H -1.6054 1.3357 -0.6484
H -2.0344 -0.5876 -1.2749
```

=====

[3]
Entry from OMol25: 2 unconnected molecules or ions with the total composition C17H9Cl3FO5S2 in a non-equilibrium geometry (the ωB97M-V functional and the def2-TZVPD basis).

The value obtained for the HOMO energy is -2.82 eV. Its total energy is -89966.797 eV. Its gap between HOMO and LUMO is 4.28 eV. The net charge is -1.

The geometry in XYZ format:
```
37
C17H9Cl3FO5S2 the ωB97M-V functional and the def2-TZVPD basis
Cl 2.5490 -0.2015 7.2543
C 5.9435 -0.1047 10.9284
Cl 4.8998 -0.9221 12.0036
C 6.6707 -0.9304 9.9190
O 6.3775 -2.1131 9.7560
C 7.6721 -0.2015 9.0743
C 7.8005 1.2312 9.1739
C 8.7645 1.8699 8.3866
C 9.5947 1.1349 7.5672
C 9.4200 -0.2481 7.4361
C 8.4159 -0.8974 8.1528
C 6.8652 1.9218 10.0146
Cl 6.9338 3.6247 10.1482
C 5.8991 1.2594 10.7763
H 8.7985 2.9534 8.3706
H 10.3595 1.6475 6.9857
H 10.0748 -0.8200 6.7880
H 8.2323 -1.9575 8.0239
H 5.1069 1.7995 11.3042
F 1.7931 -0.1456 4.8261
C 1.3022 -0.1624 6.0946
S 0.2299 -1.7541 6.2640
O 0.1667 -2.4692 5.0111
O 0.4536 -2.4914 7.4900
C -1.3131 -0.8270 6.4437
C -1.2993 0.5587 6.4713
C -2.4674 1.2683 6.7117
C -3.6639 0.5769 6.8988
C -3.6696 -0.8231 6.9007
C -2.4799 -1.5223 6.7088
S 0.2777 1.4308 6.3054
O 0.6123 2.1140 7.5219
O 0.1943 2.1665 5.0619
H -2.4239 2.3571 6.7337
H -4.5917 1.1337 7.0064
H -4.6007 -1.3734 7.0083
H -2.4408 -2.6107 6.7446
```

=====

[4]
Entry from OMol25: a single C9H7BN2 molecule in a non-equilibrium geometry (the ωB97M-V functional and the def2-TZVPD basis).

The value obtained for the HOMO energy (alpha / beta) is -6.20 / -10.53 eV. Its total energy is -13094.808 eV. The spin multiplicity is 3. Its gap between HOMO and LUMO (alpha / beta) is 5.98 / 7.96 eV. The expectation value of S² is 2.0437.

The geometry in XYZ format:
```
19
C9H7BN2 the ωB97M-V functional and the def2-TZVPD basis
B 0.7546 0.0741 -0.3201
C -0.3106 -1.9694 0.7415
C -2.2608 0.1598 -1.4746
C 0.7365 1.4038 0.1926
C 3.5707 -0.9884 0.1274
C -0.5402 1.8233 0.8283
C 2.5850 -0.5556 -0.4294
C -0.4355 -1.0171 -0.3103
C -1.7553 -0.2500 -0.1169
C -1.6928 1.0575 0.6559
N -0.2503 -2.6614 1.6582
N -2.5360 0.3004 -2.5717
H 1.6343 2.0443 0.3588
H 4.4332 -0.8539 0.7177
H -0.4210 2.7252 1.3837
H 2.2587 -0.2316 -1.4080
H -0.6042 -1.5962 -1.1721
H -2.4578 -0.8524 0.3183
H -2.7085 1.3877 0.8207
```

=====

[5]
Entry from OMol25: 8 unconnected molecules or ions with the total composition C43H88Cl2N11O14P2S in a non-equilibrium geometry (the ωB97M-V functional and the def2-TZVPD basis).

The value obtained for the HOMO energy is -10.33 eV. Its total energy is -145529.117 eV. Its gap between HOMO and LUMO is 8.36 eV. The net charge is +1.

The geometry in XYZ format:
```
161
C43H88Cl2N11O14P2S the ωB97M-V functional and the def2-TZVPD basis
C -3.1971 -5.1110 2.6868
C -2.6321 -4.5962 1.3267
C -3.6918 -3.9418 0.4118
C -5.0643 -3.7218 1.0797
C -6.0696 -3.0301 0.1386
N -5.4753 -2.0025 -0.7268
C -6.1822 -0.7231 -0.6935
C -5.7697 0.1047 0.5208
C -4.7082 -0.2775 1.3109
C -4.3952 0.4857 2.4188
C -5.1216 1.6032 2.7342
C -6.1639 2.0127 1.9288
C -6.4725 1.2548 0.8280
O -7.5144 1.6013 -0.0350
C -1.6860 -3.4164 1.7289
P -0.5872 -3.7989 3.2237
O 0.8980 -3.1597 2.9373
Cl -1.4106 -2.6166 4.7248
N -1.0164 -2.9095 0.5510
C -0.3505 -1.6195 0.7004
C -0.6017 -0.8312 -0.5985
C 0.0131 0.5817 -0.5894
C 1.5011 0.6177 -0.1918
S 1.8508 1.7368 1.1702
O 2.8646 2.6424 0.7348
O 0.6968 2.4375 1.6401
Cl 2.4779 0.5592 2.7478
C -0.2798 -3.8697 -0.2310
C -1.0194 -5.2223 -0.4924
N -1.8091 -5.2042 -1.7223
P 0.4162 -6.3830 -0.7991
O 0.9058 -6.9714 0.4664
N -1.7913 -5.6774 0.7075
C -2.3841 -7.0470 0.5951
C -3.8411 -7.1863 0.1738
C -4.0144 -7.2263 -1.3492
O -3.3693 -7.9705 -2.0479
O -4.9512 -6.3717 -1.9045
H -3.3684 -4.2626 3.3489
H -4.1121 -5.6929 2.5760
H -2.4606 -5.7918 3.1312
H -3.4065 -2.9602 0.0261
H -3.9136 -4.5578 -0.4703
H -4.9381 -3.1150 1.9870
H -5.5240 -4.6577 1.4202
H -6.7937 -2.5206 0.7870
H -6.6137 -3.7735 -0.4610
H -5.3740 -2.3486 -1.6701
H -7.2674 -0.8970 -0.7360
H -5.9069 -0.1556 -1.5948
H -4.1312 -1.1598 1.0588
H -3.5679 0.1791 3.0558
H -4.8471 2.1506 3.6377
H -6.7468 2.8964 2.1707
H -7.0916 1.9880 -0.8117
H -2.3943 -2.6325 2.0468
H 0.9402 -2.2631 3.3127
H -0.7981 -1.0421 1.5215
H 0.7243 -1.7307 0.9036
H -1.6864 -0.7186 -0.7165
H -0.2487 -1.4029 -1.4712
H -0.6297 1.2424 -0.0005
H -0.0414 0.9587 -1.6173
H 1.9245 -0.3614 0.0430
H 2.0892 0.9915 -1.0349
H 0.7069 -4.0810 0.2413
H -0.0681 -3.4658 -1.2291
H -1.1841 -5.3894 -2.5036
H -2.1421 -4.2506 -1.8720
H -0.0515 -7.3508 -1.7211
H 1.4120 -5.5873 -1.4197
H -1.0260 -5.8073 1.3971
H -2.2953 -7.4975 1.5884
H -1.8122 -7.7254 -0.0468
H -4.1653 -8.1834 0.5028
H -4.5536 -6.4911 0.6194
H -4.4474 -5.6752 -2.3502
C 1.4946 -2.3106 -3.8054
C 0.1002 -1.9790 -4.2828
O -0.8615 -1.9322 -3.5121
N -0.0649 -1.7299 -5.5941
C 0.9324 -1.7348 -6.6516
H 1.4745 -2.4841 -2.7315
H 1.8592 -3.2134 -4.2973
H 2.1720 -1.4810 -4.0080
H -1.0157 -1.5146 -5.8432
H 0.9567 -0.7510 -7.1148
H 0.6418 -2.4702 -7.4021
H 1.9193 -1.9808 -6.2730
C 3.4044 5.1311 -1.2213
C 2.5862 4.6894 -2.4074
O 2.0141 3.6023 -2.4496
N 2.4954 5.5448 -3.4583
C 3.0961 6.8590 -3.5944
H 3.3743 4.3433 -0.4758
H 4.4290 5.2995 -1.5145
H 2.9883 6.0411 -0.7893
H 1.9351 5.1913 -4.2176
H 2.3069 7.5986 -3.7451
H 3.7512 6.8637 -4.4680
H 3.6744 7.1263 -2.7158
C -2.1379 2.1100 -9.2533
C -1.7702 1.0419 -8.2545
O -0.6662 0.5135 -8.2538
N -2.7167 0.6850 -7.3466
C -4.0656 1.2036 -7.2048
H -1.2904 2.2888 -9.9078
H -2.9845 1.7867 -9.8602
H -2.3842 3.0404 -8.7403
H -2.4129 -0.0285 -6.7068
H -4.1804 1.6320 -6.2078
H -4.7775 0.3845 -7.3184
H -4.2801 1.9655 -7.9456
C 7.3104 8.5669 -1.2871
C 6.7712 7.1687 -1.1153
O 5.5799 6.9106 -1.2357
N 7.6571 6.1852 -0.8178
C 9.0934 6.2944 -0.6370
H 6.4884 9.2372 -1.5200
H 7.7857 8.9063 -0.3660
H 8.0287 8.5986 -2.1073
H 7.2299 5.2778 -0.7166
H 9.5949 5.6517 -1.3623
H 9.3536 5.9581 0.3678
H 9.4367 7.3144 -0.7698
C 6.1018 1.2121 0.5829
C 5.5074 -0.1712 0.6603
O 4.3073 -0.3655 0.5166
N 6.3471 -1.2091 0.8976
C 7.7857 -1.1743 1.0934
H 5.3061 1.9280 0.3904
H 6.5830 1.4710 1.5272
H 6.8272 1.2671 -0.2304
H 5.8809 -2.1020 0.9366
H 8.2652 -1.7894 0.3307
H 8.0227 -1.5865 2.0752
H 8.1730 -0.1634 1.0298
C 4.5152 -1.2375 7.7787
C 4.4441 0.1635 8.3393
O 4.7180 0.4110 9.4998
N 4.0578 1.1596 7.4942
C 3.6959 1.0589 6.0931
H 4.8348 -1.9159 8.5640
H 3.5337 -1.5545 7.4226
H 5.2379 -1.2840 6.9625
H 4.0317 2.0673 7.9314
H 4.3661 1.6883 5.5046
H 2.6734 1.4195 5.9651
H 3.7608 0.0364 5.7352
C -3.0102 4.5063 6.7247
C -3.7973 4.1676 5.4837
O -4.4424 3.1313 5.3872
N -3.7704 5.0569 4.4597
C -3.0690 6.3261 4.3899
H -3.1289 3.7054 7.4485
H -1.9506 4.6064 6.4861
H -3.3790 5.4324 7.1669
H -4.3163 4.7689 3.6628
H -3.7929 7.1256 4.2250
H -2.3739 6.3040 3.5493
H -2.5177 6.5287 5.3015
```

=====

[6]
Entry from OMol25: 2 unconnected molecules or ions with the total composition C4H12O in a non-equilibrium geometry (the ωB97M-V functional and the def2-TZVPD basis).

The value obtained for the HOMO energy is -10.41 eV. Its total energy is -6389.151 eV. As for the SMILES: CCC.CO. The calculation puts the relative energy (zero: lowest compared OMol25 entry of this formula, charge and spin) at 0.970 eV. Its gap between HOMO and LUMO is 11.26 eV.

The geometry in XYZ format:
```
17
C4H12O the ωB97M-V functional and the def2-TZVPD basis
C 0.4546 2.3184 1.4200
C 0.1857 1.5795 0.0907
C -0.6865 2.3327 -0.8898
H -0.3476 2.0347 2.0944
H 1.3427 1.8813 1.8744
H 0.3998 3.3953 1.2827
H 1.1485 1.4138 -0.3783
H -0.1342 0.5753 0.3563
H -1.2524 1.5853 -1.4434
H -0.1110 2.8294 -1.6689
H -1.3291 3.0391 -0.3693
C -0.4550 -2.9525 -0.7773
O 0.4968 -3.1461 0.2362
H -1.0995 -3.8394 -0.7550
H -0.1197 -2.8867 -1.8081
H -1.1719 -2.1702 -0.5143
H 1.3272 -2.7157 0.0019
```